Computed, not measured: a structure of composition C42H60F4K2N2O44S4 at a distorted geometry, with wB97M-V/def2-TZVPD.

E ... -8248.4836 hartree
Kohn-Sham gap ... 9.8046 eV

Each line ends with the Löwdin charge.
Cartesian coordinates (Å):
K: -0.618 -2.217 -2.691  0.78
K: -0.899 1.602 -3.397  0.79
S: -1.850 -0.833 -6.255  0.42
S: -1.276 0.165 0.254  0.46
S: 0.485 -0.931 -5.986  0.60
S: 1.077 0.403 -0.319  0.61
F: 1.285 0.271 -5.261  -0.23
F: 1.837 -0.917 -0.883  -0.23
F: -2.457 0.142 -0.764  -0.19
F: -3.161 -0.684 -5.402  -0.19
O: -1.191 1.590 0.683  -0.29
O: -1.754 2.567 5.471  0.10
O: 0.375 1.712 4.830  0.08
O: 0.485 -1.877 7.410  0.14
O: 1.563 1.317 -1.261  -0.26
O: 1.342 4.588 -0.032  0.07
O: 6.598 -2.905 -3.429  0.03
O: 4.045 3.288 1.584  0.08
O: -4.580 -3.281 -0.696  0.10
O: -5.571 3.190 -2.325  0.08
O: -5.715 1.031 1.008  0.18
O: 7.785 -4.894 -3.270  0.17
O: -3.284 -2.207 4.107  0.07
O: -3.350 3.226 -2.534  0.08
O: -0.718 -4.926 2.594  0.06
O: -1.915 -6.988 2.402  0.10
O: 1.125 -2.092 -5.441  -0.27
O: 1.145 3.214 -5.746  0.10
O: -2.031 0.308 -7.151  -0.28
O: 0.323 -5.077 -2.068  0.03
O: -4.233 2.082 2.218  0.07
O: -5.405 3.340 0.741  -0.01
O: 0.149 3.457 6.114  0.10
O: 2.380 -5.639 -1.212  0.08
O: -0.258 4.761 -1.772  0.06
O: 2.471 3.860 -7.523  0.10
O: 5.083 1.791 2.992  0.14
O: 6.460 -4.224 -1.619  0.06
O: 0.750 2.596 -7.812  0.10
O: -2.516 -5.104 1.465  0.12
O: 1.551 0.556 1.119  -0.28
O: -4.740 5.143 -2.610  0.05
O: -1.956 -2.218 -6.691  -0.26
O: 1.857 -3.427 6.870  0.15
O: 2.132 -1.519 5.952  0.13
O: 0.623 -0.512 -7.394  -0.26
O: -1.662 -0.874 1.213  -0.24
O: 5.975 2.560 1.106  0.06
O: -4.691 -2.050 -2.401  0.15
O: 0.824 -7.074 -0.940  0.10
O: -0.608 5.506 0.402  0.11
O: -5.454 -2.350 3.458  0.12
O: -3.394 -3.825 -2.473  0.08
O: -4.739 -1.115 5.068  0.12
N: -0.401 -0.251 -0.936  -0.38
N: -0.930 -0.522 -5.036  -0.40
C: -4.552 -1.926 4.155  -0.71
C: -2.574 -1.621 5.251  -0.08
C: -4.259 -3.115 -1.929  -0.66
C: -3.489 -0.511 5.514  -0.07
C: 3.116 -6.822 -0.978  -0.27
C: 4.993 2.511 2.028  -0.58
C: 5.672 -2.264 -2.566  -0.14
C: -5.201 2.057 1.302  -0.53
C: 1.653 2.261 5.009  -0.13
C: -4.016 3.452 2.569  -0.09
C: -5.391 -1.357 -1.423  -0.32
C: 1.467 -2.230 6.804  -0.68
C: 4.249 -1.678 4.873  -0.01
C: -6.080 5.462 -2.363  -0.12
C: 3.050 -3.549 6.171  -0.10
C: 1.214 2.782 -9.061  -0.12
C: -0.538 5.607 2.817  -0.02
C: 3.755 2.463 -8.902  -0.01
C: -2.127 -3.854 1.148  -0.11
C: 6.994 -4.135 -2.808  -0.54
C: 5.710 3.476 0.047  -0.10
C: -6.694 4.050 -2.259  -0.09
C: 2.611 3.484 -8.857  -0.28
C: -5.472 -2.286 -0.180  -0.02
C: 6.044 -2.902 -1.273  -0.12
C: 4.307 -6.409 -0.049  0.00
C: -1.689 -5.790 2.144  -0.54
C: 1.492 3.283 6.101  -0.15
C: 4.565 4.210 0.662  -0.14
C: 1.390 4.994 1.308  -0.12
C: -6.723 -1.006 -2.017  0.00
C: -0.507 2.588 5.406  -0.52
C: 1.982 -7.725 -0.428  -0.06
C: 1.445 3.276 -6.944  -0.56
C: -4.467 4.302 1.312  -0.05
C: 2.977 -2.379 5.227  -0.34
C: 0.124 4.973 -0.543  -0.44
C: -0.812 -3.628 1.992  -0.24
C: -4.445 3.805 -2.426  -0.52
C: 1.139 -5.897 -1.490  -0.51
C: 0.475 -3.230 1.204  0.01
C: 0.164 5.898 1.507  -0.30
H: 4.728 -1.282 5.768  0.09
H: -5.037 -1.635 0.578  0.12
H: 4.170 -0.811 4.218  0.08
H: -0.995 -3.011 2.871  0.13
H: 2.788 4.356 -9.487  0.15
H: 1.376 1.799 -9.503  0.13
H: 3.808 4.416 -0.095  0.13
H: 2.271 5.572 1.586  0.13
H: 0.337 -2.447 0.459  0.04
H: 2.370 1.454 5.162  0.13
H: 2.017 -7.743 0.662  0.14
H: 0.130 5.630 3.678  0.09
H: -6.452 -2.657 0.123  0.15
H: -4.977 5.254 1.455  0.13
H: -3.421 -0.420 6.598  0.15
H: -1.538 5.929 3.107  0.09
H: 5.174 -3.050 -0.633  0.13
H: -1.997 -3.685 0.079  0.12
H: 1.357 -3.114 1.833  0.08
H: -1.486 -1.556 5.227  0.13
H: 2.084 3.053 6.987  0.14
H: 5.969 -1.216 -2.571  0.14
H: 5.015 -5.603 -0.243  0.06
H: 0.392 6.963 1.498  0.16
H: -7.330 3.859 -3.123  0.13
H: 4.872 -2.507 4.534  0.10
H: -6.218 5.890 -1.370  0.12
H: 4.874 5.171 1.073  0.14
H: 1.281 4.168 2.012  0.13
H: 3.986 -6.153 0.961  0.08
H: -2.992 3.761 2.776  0.10
H: -3.729 4.366 0.511  0.12
H: -6.511 -0.821 -3.070  0.09
H: -7.230 3.891 -1.323  0.13
H: -3.015 -3.291 1.434  0.12
H: 1.940 4.152 5.620  0.13
H: 2.182 -8.746 -0.754  0.14
H: 3.210 -4.460 5.592  0.14
H: 3.865 2.194 -9.953  0.09
H: 5.475 2.992 -0.902  0.14
H: 4.890 -7.328 0.001  0.09
H: 2.524 -2.700 4.289  0.15
H: 3.559 -7.140 -1.921  0.16
H: -2.744 -2.367 6.027  0.14
H: 6.899 -2.376 -0.850  0.14
H: 0.789 -3.994 0.493  0.06
H: -4.807 -0.486 -1.124  0.13
H: -7.283 -0.140 -1.666  0.09
H: 1.901 2.754 4.069  0.12
H: -0.736 4.538 2.886  0.07
H: 3.663 1.582 -8.267  0.10
H: -4.488 3.573 3.544  0.13
H: -3.338 0.363 4.880  0.13
H: 0.489 3.224 -9.744  0.14
H: -7.346 -1.901 -2.024  0.09
H: 3.989 -3.553 6.724  0.14
H: -6.462 6.208 -3.059  0.14
H: 6.553 4.167 0.034  0.14
H: 4.660 -2.448 -2.927  0.14
H: 4.620 3.008 -8.524  0.09


Computed, not measured: a cluster of 5 separate species, C33H30F17N7P in total at a distorted geometry, with wB97M-V/def2-TZVPD.

Total charge ... +1
E ... -3697.5284 hartree
Kohn-Sham gap ... 7.3341 eV

Each line ends with the Löwdin charge.
Cartesian coordinates (Å):
P: 5.410 -3.091 0.547  0.76
F: 0.843 -0.512 1.669  0.08
F: -1.511 -0.205 0.128  0.11
F: 3.234 1.876 0.842  0.15
F: 0.426 3.656 -0.490  0.13
F: 0.702 1.505 -0.277  0.11
F: 1.118 2.141 2.705  0.13
F: -1.699 2.047 2.971  0.16
F: -3.275 1.643 1.534  0.10
F: -1.898 2.461 -0.570  0.12
F: 0.692 -2.700 2.870  0.08
F: 3.030 4.113 0.438  0.18
F: -1.677 3.823 1.120  0.14
F: 3.366 3.349 2.454  0.11
F: -2.732 -0.675 1.885  0.12
F: 0.900 4.258 2.145  0.14
F: -0.239 -0.272 3.574  0.14
F: -1.441 -2.628 3.405  0.10
N: 5.100 5.366 6.625  0.05
N: -0.801 -0.334 -3.866  0.05
N: 3.730 -3.641 0.360  -0.17
N: -6.979 -0.527 -0.540  0.05
N: 5.645 -2.585 2.025  -0.28
N: 2.009 -5.808 -4.248  0.04
N: 1.837 -4.883 0.266  0.17
C: 1.174 3.001 1.634  -0.27
C: 2.652 -2.732 0.123  0.01
C: 3.566 7.206 6.434  -0.07
C: -5.934 0.230 -0.190  -0.16
C: -1.208 0.721 -3.158  -0.16
C: -0.413 -0.684 2.266  -0.26
C: 0.088 -2.855 -0.125  -0.09
C: 1.490 -4.633 -3.879  -0.18
C: -1.299 2.563 0.674  -0.27
C: -0.559 -2.285 2.390  -0.36
C: 2.732 3.077 1.251  -0.44
C: -2.278 1.728 -5.028  -0.06
C: -1.887 1.539 1.715  -0.25
C: 0.248 2.614 0.426  -0.25
C: -1.867 0.641 -5.788  -0.06
C: -8.230 1.496 -0.891  -0.07
C: -1.580 0.010 1.504  -0.24
C: -0.932 -3.013 1.067  -0.05
C: 0.451 -4.003 -4.544  -0.08
C: 4.531 4.833 5.539  -0.15
C: 1.477 -6.390 -5.329  -0.15
C: -5.958 1.615 -0.163  -0.08
C: -8.102 0.115 -0.881  -0.15
C: 3.207 -4.900 0.428  -0.05
C: 3.484 5.423 4.848  -0.08
C: -1.138 -0.358 -5.161  -0.15
C: 1.468 -3.544 0.074  -0.18
C: -7.133 2.258 -0.523  -0.08
C: 4.611 6.536 7.051  -0.15
C: 0.439 -5.842 -6.067  -0.06
C: 2.994 6.634 5.309  -0.08
C: -1.945 1.770 -3.683  -0.06
C: -0.083 -4.624 -5.663  -0.07
H: -5.036 -0.317 0.079  0.09
H: 0.050 -6.357 -6.936  0.11
H: 1.195 -5.673 0.296  0.19
H: -2.107 0.571 -6.841  0.11
H: -2.852 2.529 -5.479  0.11
H: -9.163 1.961 -1.178  0.10
H: 1.916 -7.343 -5.604  0.11
H: 5.094 6.945 7.932  0.10
H: -7.192 3.340 -0.516  0.11
H: 3.778 -5.839 0.632  0.17
H: -1.933 -2.668 0.684  0.14
H: -0.797 -1.229 -5.712  0.09
H: -1.058 -4.114 1.278  0.14
H: 0.291 -1.802 -0.441  0.11
H: 2.176 7.127 4.798  0.10
H: -0.918 0.713 -2.114  0.07
H: -2.248 2.599 -3.057  0.10
H: 0.070 -3.049 -4.196  0.08
H: 1.943 -4.183 -3.000  0.08
H: 3.210 8.151 6.825  0.10
H: -8.934 -0.524 -1.158  0.10
H: 2.758 -1.633 0.015  0.14
H: -5.081 2.176 0.130  0.08
H: -0.392 -3.353 -1.021  0.14
H: 5.576 -1.941 -0.293  0.04
H: 6.403 -3.114 2.468  -0.02
H: 4.946 3.883 5.218  0.10
H: 6.276 -4.164 0.195  0.03
H: 3.065 4.947 3.974  0.07
H: -0.895 -4.164 -6.212  0.11


Computed, not measured: a structure of composition C26H42B3FO21S at a distorted geometry, with wB97M-V/def2-TZVPD.

E ... -3168.9557 hartree
Kohn-Sham gap ... 10.4732 eV

Each line ends with the Löwdin charge.
Cartesian coordinates (Å):
S: 0.282 -1.687 3.946  0.86
F: 3.233 -4.220 4.376  -0.04
O: 0.871 -3.349 1.706  0.17
O: 5.246 0.929 2.776  0.08
O: -4.984 -3.495 -0.693  0.09
O: -6.885 -5.900 0.980  0.03
O: 4.777 2.546 -1.641  0.02
O: -2.974 -3.132 -1.610  0.06
O: -0.351 -4.467 3.453  0.16
O: 1.431 -5.657 2.153  0.22
O: -2.141 3.090 -1.070  0.09
O: 5.706 -1.279 2.841  0.16
O: 2.221 8.165 -3.000  0.09
O: -4.841 -2.684 -2.791  0.16
O: -7.805 -7.920 0.688  0.09
O: -1.353 4.841 0.115  0.15
O: 2.793 3.049 -2.584  0.16
O: 3.460 7.914 -1.154  0.05
O: 4.413 8.692 -3.043  0.16
O: -5.572 -7.668 0.510  0.17
O: 4.422 4.592 -2.470  0.10
O: -0.088 3.877 -1.480  0.05
O: 4.091 -0.488 1.487  0.08
C: 4.135 -4.122 3.317  -0.17
C: -2.760 -3.397 -0.220  -0.10
C: 6.636 5.588 -2.337  -0.01
C: -4.397 -4.003 1.613  -0.01
C: 3.892 3.366 -2.263  -0.55
C: 3.396 0.764 1.449  -0.32
C: -4.318 -3.068 -1.796  -0.56
C: 6.045 3.217 -1.658  -0.09
C: 1.437 7.397 -2.073  -0.33
C: 2.092 7.746 -0.765  -0.09
C: -0.210 2.638 -2.190  -0.11
C: -10.178 -7.393 0.661  -0.02
C: -8.821 -7.077 1.245  -0.34
C: 4.481 1.721 1.860  -0.08
C: -4.016 -4.130 0.157  -0.33
C: 3.458 8.297 -2.458  -0.56
C: -8.301 -5.709 0.899  -0.09
C: -0.026 7.764 -2.152  -0.01
C: 2.813 1.025 0.080  -0.01
C: 5.628 4.663 -1.697  -0.33
C: 5.077 -0.367 2.412  -0.54
C: 3.412 -3.851 1.963  -0.02
C: -2.177 1.058 -2.412  -0.02
C: -1.210 4.016 -0.730  -0.56
C: -1.702 2.489 -2.298  -0.33
C: -6.649 -7.210 0.708  -0.55
B: 0.244 -3.258 2.990  -0.89
B: 1.892 -4.339 1.930  -0.50
B: 0.525 -5.570 3.260  -0.26
H: 6.214 6.588 -2.455  0.08
H: 6.594 2.898 -2.548  0.14
H: 4.094 2.614 2.348  0.14
H: -10.951 -6.766 1.107  0.09
H: -0.617 7.158 -1.463  0.08
H: -0.180 8.819 -1.915  0.09
H: 2.596 0.726 2.197  0.15
H: 5.131 2.016 1.032  0.12
H: 0.282 2.699 -3.158  0.13
H: 3.400 -2.748 1.827  0.09
H: -8.629 -4.944 1.601  0.14
H: 3.588 1.060 -0.677  0.07
H: -1.862 -3.997 -0.074  0.14
H: -10.184 -7.242 -0.420  0.09
H: 1.735 8.688 -0.340  0.14
H: -3.265 1.012 -2.349  0.09
H: -2.641 -2.441 0.300  0.14
H: -8.833 -7.239 2.328  0.16
H: 3.947 -4.303 1.102  0.13
H: 6.907 5.241 -3.337  0.09
H: 1.572 6.338 -2.317  0.15
H: 2.262 1.966 0.061  0.09
H: 4.826 -3.274 3.483  0.10
H: -5.380 -4.439 1.782  0.06
H: 5.365 5.030 -0.699  0.16
H: -4.460 -2.955 1.916  0.09
H: 0.264 1.852 -1.597  0.13
H: 6.628 2.970 -0.772  0.14
H: -0.402 7.610 -3.165  0.09
H: -10.433 -8.440 0.834  0.09
H: 7.541 5.658 -1.732  0.10
H: -8.550 -5.394 -0.117  0.14
H: -3.672 -4.508 2.253  0.09
H: -1.862 0.616 -3.357  0.10
H: 1.993 6.957 -0.021  0.14
H: -3.964 -5.186 -0.124  0.16
H: 2.136 0.215 -0.201  0.10
H: -2.106 3.084 -3.124  0.16
H: 1.027 -0.878 3.115  -0.13
H: -1.788 0.449 -1.593  0.09
H: 0.583 -6.468 4.034  0.12
H: 4.751 -5.043 3.245  0.13


Computed, not measured: a structure of composition C27H36BrCoN4O, with wB97M-V/def2-TZVPD.

2S+1 ... 4
Total charge ... +1
E ... -5301.3727 hartree
<S²> ... 3.760
Kohn-Sham gap (alpha / beta) ... 7.5642 / 8.3865 eV
Energy relative to the best compared isomer or geometry (same formula, charge and spin) ... 54.77 kJ/mol

Each line ends with the Mulliken spin population.
Cartesian coordinates (Å):
Br: -2.735 1.376 -0.758  0.01
Co: -0.017 -0.568 0.273  2.74
O: -1.127 -1.601 2.102  0.02
N: -1.118 -0.687 -1.586  0.03
N: 1.907 0.432 -0.047  0.02
N: -0.070 1.025 1.679  0.03
N: -0.540 -2.975 3.775  0.00
C: -0.768 4.520 5.323  0.00
C: -1.120 1.407 2.407  0.01
C: -3.330 -0.791 -2.482  0.00
C: 0.025 3.346 3.239  0.00
C: -0.805 -1.765 -2.323  0.00
C: 0.038 4.652 4.026  0.00
C: -2.352 -0.213 -1.697  0.00
C: -2.986 -1.919 -3.206  0.00
C: 1.122 2.921 2.495  -0.01
C: 7.015 0.336 0.312  0.00
C: 6.333 2.713 0.642  0.00
C: 3.520 1.502 1.351  0.00
C: -1.111 2.542 3.192  0.00
C: 0.944 -2.779 1.835  0.00
C: 4.582 0.956 0.630  0.00
C: 2.217 1.233 0.980  0.01
C: -0.323 -2.410 2.575  -0.01
C: 1.048 1.759 1.749  0.00
C: 2.915 -0.078 -0.749  0.01
C: 1.465 5.079 4.379  0.00
C: 4.246 0.160 -0.457  0.00
C: -0.606 5.725 3.133  0.00
C: -1.694 -2.425 -3.153  0.00
C: 6.192 1.086 2.541  0.00
C: -1.263 -3.646 -3.919  0.00
C: 0.756 -2.480 0.351  0.13
C: 6.025 1.258 1.025  0.00
H: 6.843 -0.713 0.566  0.00
H: 5.668 1.860 3.104  0.00
H: -1.651 5.487 2.925  0.00
H: 8.030 0.593 0.618  0.00
H: -0.570 6.693 3.636  0.00
H: -4.320 -0.363 -2.527  0.00
H: 0.215 -2.112 -2.221  0.01
H: -1.987 0.762 2.357  0.00
H: 2.045 5.363 3.499  0.00
H: 5.828 0.112 2.875  0.00
H: -1.375 -2.745 4.286  0.00
H: 1.199 -3.817 2.081  0.01
H: 7.343 2.972 0.964  0.00
H: 1.746 -2.166 2.270  0.01
H: 0.009 -3.185 -0.034  -0.01
H: -0.416 3.684 5.931  0.00
H: 0.092 -3.662 4.144  0.00
H: -3.731 -2.402 -3.828  0.00
H: 2.037 3.495 2.481  0.00
H: 1.685 -2.663 -0.197  0.00
H: 5.636 3.405 1.121  0.00
H: 1.424 5.953 5.030  0.00
H: -1.833 4.385 5.137  0.00
H: -0.247 -3.539 -4.297  0.00
H: -2.000 2.788 3.754  0.00
H: 2.005 4.292 4.910  0.00
H: 2.639 -0.708 -1.587  0.00
H: 7.250 1.157 2.798  0.00
H: -0.081 5.815 2.180  0.00
H: 3.707 2.125 2.215  0.00
H: 5.001 -0.301 -1.076  0.00
H: -1.921 -3.831 -4.766  0.00
H: 6.271 2.862 -0.437  0.00
H: -1.285 -4.530 -3.280  0.00
H: 6.975 0.441 -0.773  0.00
H: -0.659 5.433 5.909  0.00